Record 1
{
  "formula": "C2H3Cl3S",
  "method": "the ωB97M-V functional and the def2-TZVPD basis",
  "charge": 0,
  "orbital_gap_ev": 8.7,
  "de_lowest_kcal_mol": 61.52,
  "homo_energy_ev": -9.067,
  "species": ["C", "C", "S", "Cl", "Cl", "Cl", "H", "H", "H"],
  "xyz": [[2.0779, 0.1527, 0.6872], [-1.7365, 0.5089, -0.2383], [1.4102, -1.3753, 0.8963], [2.9870, 0.3826, -0.7136], [-0.3458, 1.5407, -0.6096], [-2.0308, 0.4341, 1.5022], [-1.5209, -0.4995, -0.5939], [-2.6162, 0.9284, -0.7234], [1.7751, -2.0727, -0.2071]],
  "forces_ev_per_a": [[-0.25, -0.31, 0.63], [0.04, -0.06, -0.09], [0.12, 0.34, -0.01], [0.23, -0.08, -0.40], [-0.24, 0.06, -0.16], [-0.08, -0.04, 0.02], [-0.05, 0.23, 0.07], [0.16, -0.09, 0.09], [0.07, -0.06, -0.14]],
  "lowdin_charge": [-1.078, -1.015, 0.657, 0.501, 0.516, 0.499, 0.021, 0.026, -0.128]
}

=====

Record 2
{
  "formula": "C33H54AsIrN6O4S",
  "method": "the ωB97M-V functional and the def2-TZVPD basis",
  "charge": 1,
  "orbital_gap_ev": [7.4, 7.7],
  "de_lowest_kcal_mol": 8.60,
  "homo_energy_ev": [-9.768, -10.328],
  "multiplicity": 2,
  "species": ["Ir", "N", "C", "C", "C", "O", "O", "H", "H", "H", "H", "H", "H", "C", "C", "C", "C", "N", "H", "H", "H", "H", "H", "H", "H", "H", "H", "C", "As", "C", "C", "C", "C", "C", "C", "C", "C", "H", "H", "H", "H", "H", "H", "H", "H", "H", "H", "H", "H", "H", "C", "C", "C", "N", "C", "S", "N", "C", "O", "C", "C", "C", "C", "C", "C", "H", "H", "H", "H", "H", "H", "H", "H", "H", "H", "H", "H", "H", "H", "C", "N", "C", "C", "C", "N", "C", "C", "O", "H", "H", "H", "H", "H", "H", "H", "H", "H", "H", "H", "H"],
  "xyz": [[0.9589, -0.8000, 0.1640], [1.8996, -2.7095, 0.7450], [3.3698, -2.6350, 0.7649], [3.8528, -2.2767, -0.6395], [3.6458, -0.8127, -1.0714], [4.6091, -0.1371, -1.3523], [2.4180, -0.3531, -1.1748], [1.4908, -2.9397, 1.6459], [1.6123, -3.4278, 0.0867], [3.8078, -3.5833, 1.0867], [3.6619, -1.8694, 1.4851], [3.3338, -2.9288, -1.3486], [4.9209, -2.4638, -0.7225], [-4.0797, 0.5810, -0.0557], [-3.2276, 1.7860, 0.3611], [-4.0451, 2.7051, 1.2665], [-2.8051, 2.5581, -0.8902], [-1.9694, 1.4249, 1.0339], [-4.9153, 0.9097, -0.6759], [-4.4971, 0.0658, 0.8093], [-3.4895, -0.1329, -0.6328], [-4.8547, 3.1604, 0.6959], [-3.4205, 3.5038, 1.6689], [-4.5045, 2.1680, 2.0986], [-3.6735, 2.8147, -1.4985], [-2.1306, 1.9480, -1.4976], [-2.2843, 3.4756, -0.6166], [1.2561, 2.5650, 1.7331], [1.9782, 0.7653, 1.7109], [3.8405, 1.1995, 1.4060], [2.0734, 0.1282, 3.5724], [2.5328, 1.1443, 4.5726], [1.6815, 2.1644, 4.9931], [2.1059, 3.1057, 5.9171], [3.3898, 3.0383, 6.4406], [4.2417, 2.0222, 6.0370], [3.8151, 1.0829, 5.1092], [1.8197, 3.1600, 2.4506], [0.1948, 2.5823, 1.9534], [1.4082, 2.9661, 0.7307], [4.1402, 1.9538, 2.1329], [3.9717, 1.5698, 0.3904], [4.4649, 0.3133, 1.5203], [2.7878, -0.6964, 3.5037], [1.1065, -0.3011, 3.8455], [0.6708, 2.2153, 4.6024], [1.4341, 3.8942, 6.2298], [3.7213, 3.7716, 7.1632], [5.2411, 1.9574, 6.4461], [4.4862, 0.2893, 4.8009], [1.5471, -3.3508, -3.5127], [0.6644, -3.1789, -4.7407], [-0.5655, -2.3172, -4.4800], [-0.1898, -0.9370, -4.1798], [-0.0106, -0.4361, -2.9699], [-0.7138, -1.1693, -1.5741], [0.6264, 0.7561, -2.8243], [1.0687, 1.7060, -3.7679], [2.0216, 2.3849, -3.4884], [0.2810, 1.8795, -5.0176], [-1.1103, 1.7896, -5.0231], [-1.8081, 2.0311, -6.1945], [-1.1202, 2.3521, -7.3578], [0.2642, 2.4509, -7.3508], [0.9674, 2.2283, -6.1780], [2.3766, -4.0252, -3.7259], [0.9705, -3.7676, -2.6821], [1.9687, -2.3996, -3.1778], [0.3129, -4.1511, -5.0925], [1.2410, -2.7438, -5.5619], [-1.1424, -2.6933, -3.6377], [-1.2177, -2.2919, -5.3536], [0.2801, -0.4530, -4.9344], [1.0905, 0.8571, -1.9235], [-1.6444, 1.5548, -4.1105], [-2.8882, 1.9738, -6.2013], [-1.6683, 2.5382, -8.2718], [0.7944, 2.7121, -8.2564], [2.0446, 2.3238, -6.1448], [-1.9720, 0.8431, 2.3368], [-2.5073, -0.5260, 2.4506], [-3.7343, -0.7263, 3.2181], [-4.4333, -2.0137, 2.8260], [-3.4161, -3.1353, 2.8213], [-2.3109, -2.7887, 1.9384], [-1.6181, -3.8695, 1.2674], [-1.7746, -1.5435, 1.9505], [-0.6028, -1.3843, 1.5258], [-0.9474, 0.8270, 2.7191], [-2.5674, 1.4609, 3.0084], [-1.3686, 0.8912, 0.4129], [-4.3846, 0.1293, 3.0316], [-3.5022, -0.7325, 4.2883], [-4.8849, -1.9194, 1.8376], [-5.2250, -2.2288, 3.5431], [-3.8479, -4.0711, 2.4697], [-3.0439, -3.3080, 3.8381], [-1.0664, -4.5021, 1.9701], [-0.9299, -3.4596, 0.5335], [-2.3502, -4.4884, 0.7484]],
  "forces_ev_per_a": [[-0.69, 0.56, 0.06], [-0.04, -0.01, 0.15], [-0.01, 0.05, -0.18], [-0.05, 0.16, 0.13], [0.29, -0.15, 0.11], [-0.03, -0.10, -0.11], [-0.13, -0.03, 0.28], [0.15, -0.07, 0.03], [-0.01, -0.03, 0.04], [0.02, 0.00, -0.05], [-0.02, -0.03, 0.01], [0.06, 0.00, -0.06], [-0.01, -0.03, 0.00], [0.01, 0.00, 0.00], [0.02, 0.14, 0.01], [0.00, 0.03, -0.04], [-0.03, -0.04, 0.00], [0.14, -0.10, 0.05], [-0.02, 0.00, 0.00], [0.00, 0.00, -0.03], [0.04, -0.02, -0.03], [-0.02, -0.01, 0.00], [0.01, 0.01, -0.01], [0.01, 0.01, 0.01], [0.00, 0.00, 0.01], [0.02, -0.02, -0.02], [0.02, -0.01, 0.01], [0.09, -0.08, -0.03], [0.34, -0.35, 0.00], [0.00, -0.02, -0.01], [-0.11, 0.03, -0.07], [0.00, -0.01, 0.06], [-0.03, -0.03, 0.04], [0.00, 0.01, -0.01], [0.00, 0.01, 0.00], [0.02, 0.01, 0.00], [0.02, 0.03, -0.07], [-0.04, 0.00, 0.00], [-0.10, 0.00, 0.01], [0.00, 0.00, 0.00], [0.02, -0.01, 0.00], [-0.02, 0.01, 0.03], [-0.01, 0.05, 0.02], [-0.04, -0.02, 0.07], [-0.01, 0.06, -0.09], [0.00, 0.00, -0.01], [-0.01, -0.01, 0.02], [0.00, 0.00, 0.00], [0.01, 0.00, 0.00], [0.00, 0.00, 0.00], [0.02, -0.02, 0.06], [-0.07, -0.01, 0.00], [-0.23, 0.02, -0.04], [0.51, -0.16, 0.16], [-0.39, 0.35, -0.16], [0.41, -0.26, -0.08], [-0.24, -0.13, 0.12], [0.18, 0.05, -0.07], [-0.09, 0.00, -0.05], [0.00, 0.09, -0.07], [0.03, 0.04, -0.03], [-0.01, -0.01, 0.02], [0.00, 0.01, -0.03], [0.00, 0.00, -0.01], [-0.02, -0.05, 0.03], [0.01, 0.02, -0.01], [0.02, 0.00, -0.02], [-0.03, 0.00, -0.02], [0.01, 0.00, 0.00], [0.01, -0.02, -0.02], [0.01, -0.02, -0.03], [0.01, -0.02, 0.00], [-0.12, 0.05, -0.04], [0.00, 0.05, -0.09], [-0.01, -0.01, 0.01], [0.00, 0.01, 0.00], [0.00, -0.01, 0.00], [0.00, 0.00, 0.00], [0.01, 0.01, 0.01], [0.04, 0.04, 0.08], [0.16, -0.10, 0.01], [-0.13, 0.01, -0.09], [0.02, -0.01, 0.07], [-0.04, 0.02, -0.01], [-0.04, 0.00, 0.02], [0.08, -0.05, 0.05], [0.05, -0.15, 0.04], [0.02, 0.26, 0.02], [-0.05, 0.02, -0.06], [0.03, -0.05, 0.04], [0.02, 0.05, -0.07], [0.00, -0.03, 0.03], [0.02, 0.00, -0.02], [0.02, -0.01, -0.01], [-0.02, 0.01, -0.02], [-0.04, 0.03, -0.03], [0.01, -0.05, -0.01], [0.02, 0.01, 0.00], [-0.02, -0.02, 0.00], [0.00, -0.01, 0.02]],
  "lowdin_charge": [0.816, -0.092, -0.226, -0.083, -0.630, 0.081, -0.312, 0.090, 0.091, 0.121, 0.092, 0.101, 0.126, -0.027, -0.609, -0.038, -0.038, 0.018, 0.091, 0.054, 0.061, 0.093, 0.093, 0.066, 0.089, 0.061, 0.090, -0.253, 1.065, -0.246, -0.302, -0.313, -0.070, -0.074, -0.081, -0.073, -0.052, 0.035, 0.004, 0.041, 0.042, 0.038, 0.035, 0.065, 0.071, 0.106, 0.107, 0.106, 0.107, 0.113, -0.108, -0.222, -0.191, 0.049, -0.705, 0.676, 0.106, -0.382, 0.150, -0.175, -0.038, -0.061, -0.064, -0.057, -0.008, 0.082, 0.069, 0.058, 0.116, 0.115, 0.081, 0.127, 0.146, 0.088, 0.111, 0.110, 0.111, 0.112, 0.126, -0.170, 0.007, -0.142, -0.141, -0.139, -0.073, -0.024, -0.443, -0.217, 0.098, 0.129, 0.050, 0.108, 0.135, 0.116, 0.126, 0.127, 0.136, 0.100, 0.053, 0.098]
}

=====

| no. | calculated total energy (a.u.) |
| --- | --- |
| 1 | -1856.66819 |
| 2 | -4657.55513 |